[1]
The following is a DFT calculation (the ωB97M-V functional and the def2-TZVPD basis) of an isolated molecule of C3H5NO2.

```
11
Properties=species:S:1:pos:R:3:forces:R:3
N 0.882 1.079 -0.925 0.01 -0.04 0.18
C 0.550 0.484 0.235 0.01 0.04 -0.03
O 1.329 0.587 1.220 -0.03 0.24 -0.52
C -0.717 -0.244 0.380 -0.11 -0.17 -0.13
C -1.079 -1.245 -0.417 0.06 0.10 0.09
O 0.904 -0.198 2.324 -0.05 -0.12 0.32
H 0.178 1.193 -1.636 0.08 -0.06 0.12
H 1.704 1.666 -0.962 -0.08 -0.13 0.02
H -1.308 0.073 1.233 0.07 -0.08 -0.07
H -2.023 -1.758 -0.264 0.14 0.07 -0.02
H -0.420 -1.637 -1.188 -0.11 0.15 0.03
```
Forces are in eV/Å.

Summary:
multiplicity	1
energy relative to the best compared isomer or geometry (same formula, charge and spin)	5.066	eV
max |F|	0.0112	Eh/bohr
highest occupied orbital energy (alpha / beta)	-8.17 / -8.17	eV
LUMO level (alpha / beta)	0.5 / 0.5	eV

***

[2]
The following is a DFT calculation (the ωB97M-V functional and the def2-TZVPD basis) of an isolated molecule of C5H11NO at a distorted geometry.

```
18
Properties=species:S:1:pos:R:3:forces:R:3
C 2.067 -0.065 -1.199 -0.16 -0.89 0.25
C 1.143 0.277 -0.054 0.68 2.68 1.30
O 1.592 0.659 1.039 -0.86 -1.14 -1.94
C -0.366 0.333 -0.349 0.31 0.35 0.06
C -1.041 1.521 0.331 -0.20 0.15 0.18
C -0.771 -1.080 0.097 2.47 -1.13 0.38
N -1.584 -1.156 1.271 -0.43 0.38 0.75
H 2.902 -0.661 -0.822 0.06 0.26 -0.10
H 1.543 -0.648 -1.960 0.07 0.11 -0.02
H 2.435 0.859 -1.651 -0.04 -0.03 0.13
H -0.522 0.421 -1.430 0.12 -0.07 0.13
H -0.636 1.729 1.325 0.09 -0.21 -0.13
H -2.117 1.367 0.455 0.14 -0.04 -0.19
H -0.881 2.424 -0.268 -0.06 -0.14 0.09
H -1.210 -1.651 -0.726 0.06 0.03 0.22
H 0.306 -1.514 0.357 -2.02 -0.31 -0.80
H -1.099 -0.692 2.047 -0.35 -0.32 -0.27
H -1.761 -2.123 1.536 0.13 0.31 -0.05
```
Forces are in eV/Å.

Summary:
multiplicity	1
energy relative to the best compared isomer or geometry (same formula, charge and spin)	1.386	eV
max |F|	0.0595	Eh/bohr
SMILES	CC(=O)[C@H](C)CN
highest occupied orbital energy	-9.22	eV
LUMO level	0.9	eV

***

[3]
The following is a DFT calculation (the ωB97M-V functional and the def2-TZVPD basis) of a cluster of 2 separate species, C10H11ClN3 in total at a distorted geometry.

```
25
Properties=species:S:1:pos:R:3:forces:R:3
C -3.982 0.024 -0.102 2.16 -0.92 3.16
C -3.383 0.518 -1.211 -1.12 0.86 -1.81
C -3.162 -0.505 0.921 1.51 -0.22 -2.40
C -2.047 0.481 -1.423 1.85 -0.28 -1.15
C -1.745 -0.591 0.668 -2.14 -0.01 2.56
C -1.172 -0.024 -0.435 -0.06 0.17 -1.71
C 1.941 0.496 -2.232 0.14 -0.66 2.07
C 2.476 -0.283 -0.061 0.27 0.64 1.17
C 2.928 0.202 -1.337 0.92 -0.26 -0.32
C 0.283 0.005 -0.757 -2.31 -0.54 0.39
N 0.666 0.355 -1.921 -1.03 0.82 -1.88
N 1.130 -0.332 0.206 1.68 -0.98 0.90
N 3.342 -0.505 0.962 0.00 1.04 -3.14
Cl 0.730 2.167 1.483 0.12 0.62 0.42
H -4.990 0.045 0.133 -1.97 0.20 -0.24
H -3.998 0.942 -1.996 -0.06 -0.10 -0.04
H -3.571 -1.014 1.773 -0.11 0.13 0.33
H -1.651 0.700 -2.449 -0.29 0.22 1.38
H -1.242 -1.065 1.514 0.50 0.09 -0.43
H 2.202 0.885 -3.160 0.15 0.53 -1.69
H 3.973 0.387 -1.792 -1.44 -0.68 1.90
H -0.416 1.925 0.973 -0.25 0.07 -0.02
H 0.729 -0.554 1.156 1.00 0.32 -1.38
H 4.218 -0.677 0.547 1.59 0.01 0.06
H 3.236 -0.992 1.788 -1.12 -1.09 1.87
```
Forces are in eV/Å.

Summary:
multiplicity	1
energy relative to the best compared isomer or geometry (same formula, charge and spin)	0.000	eV
max |F|	0.0765	Eh/bohr
total charge	+1
highest occupied orbital energy	-12.71	eV
LUMO level	-4.1	eV

***

[4]
The following is a DFT calculation (the ωB97M-V functional and the def2-TZVPD basis) of a cluster of 11 separate species, C21H64N8O11 in total at a distorted geometry.

```
104
Properties=species:S:1:pos:R:3:forces:R:3
N 10.931 18.417 4.850 -6.30 3.39 -8.13
C 11.639 17.888 5.705 -2.05 -3.67 11.23
N 12.782 17.510 5.307 5.04 -2.39 2.09
O 11.201 17.660 6.988 2.09 1.40 -5.40
H 9.996 18.782 5.060 0.51 -0.87 0.13
H 11.122 18.261 3.790 -0.20 0.62 2.14
H 13.417 17.411 6.099 -0.03 -0.44 -0.55
H 13.217 17.733 4.469 0.49 0.78 -1.59
N 15.897 22.347 3.728 3.25 -1.16 -2.92
C 15.274 23.192 4.448 2.23 8.13 0.19
N 14.302 22.614 5.065 -3.55 2.47 3.73
O 15.617 24.568 4.506 -2.20 -6.83 -0.12
H 16.346 22.695 2.898 0.88 0.23 -0.31
H 15.692 21.361 3.688 -0.45 0.38 0.26
H 13.667 23.277 5.503 0.10 -0.64 0.24
H 13.978 21.709 4.894 -0.39 -1.14 -0.23
N 15.581 18.455 -1.064 1.01 -1.85 0.67
C 14.349 18.692 -0.727 -4.84 -5.02 4.27
N 13.814 19.754 -1.231 -2.94 3.42 -2.43
O 13.592 17.898 0.146 4.07 4.00 -4.15
H 15.933 17.603 -0.774 0.69 -2.08 0.92
H 16.095 18.794 -1.806 0.54 1.42 -1.97
H 12.797 19.788 -1.014 1.06 0.41 -0.56
H 14.200 20.373 -2.024 -0.83 -1.73 1.78
N 16.873 20.403 0.343 1.82 -5.43 -1.34
C 16.339 21.528 0.661 4.08 6.26 4.37
N 15.081 21.724 0.308 -0.41 -0.62 -0.41
O 17.100 22.510 1.381 -3.77 -4.56 -4.34
H 17.866 20.128 0.517 -1.40 1.20 0.35
H 16.292 19.541 0.013 1.51 2.69 1.01
H 14.692 22.593 0.574 -0.66 0.43 0.49
H 14.522 20.957 -0.101 0.50 1.25 0.75
C 17.990 20.589 5.636 -1.37 1.02 -0.83
C 18.813 20.584 4.342 6.14 1.51 7.26
C 20.028 19.649 4.460 -0.89 -1.21 0.69
O 18.197 20.322 3.311 -5.74 -3.83 -8.59
H 18.452 21.423 6.149 -0.38 -0.25 1.15
H 17.802 19.669 6.166 1.10 -0.49 0.45
H 16.909 20.833 5.433 1.09 0.49 -0.08
H 19.209 21.585 4.132 0.57 0.72 1.35
H 19.704 18.585 4.501 -0.16 0.64 -0.39
H 20.486 19.719 5.435 0.72 0.66 0.07
H 20.689 19.738 3.612 0.46 0.26 -0.02
H 17.349 20.719 3.438 -1.01 0.47 -0.90
C 16.672 17.460 2.034 -1.15 0.07 0.49
C 16.400 16.764 3.395 6.29 0.63 -2.97
C 17.477 17.077 4.389 1.03 -1.75 0.81
O 15.275 17.014 3.930 -6.88 2.15 3.08
H 17.483 16.958 1.592 1.30 -0.45 -0.69
H 16.826 18.521 2.013 0.63 0.58 0.67
H 15.822 17.349 1.386 -0.76 -0.58 -0.29
H 16.400 15.759 3.146 0.78 -2.44 -0.52
H 18.487 17.028 3.987 -0.11 0.02 -0.14
H 17.433 16.379 5.243 -0.01 -0.23 -0.45
H 17.351 17.987 4.901 -0.32 1.62 -0.03
H 14.640 16.368 3.649 -0.77 -0.29 -0.10
C 12.156 25.613 0.411 1.36 0.91 0.07
C 13.501 24.886 0.349 0.90 6.63 2.36
C 14.180 24.692 1.650 1.10 1.67 0.03
O 13.323 23.728 -0.126 -1.79 -8.42 -4.69
H 11.930 25.789 -0.613 -0.90 -0.06 -0.94
H 12.350 26.610 0.795 -0.28 0.12 0.47
H 11.352 25.118 0.941 0.07 -0.21 0.13
H 14.177 25.462 -0.319 -0.37 0.30 0.32
H 14.148 25.672 2.102 0.40 -0.12 1.09
H 15.220 24.360 1.519 -0.14 0.27 0.11
H 13.667 23.927 2.172 -0.72 -0.50 1.06
H 13.946 23.512 -0.815 0.15 0.02 -0.37
C 8.988 21.776 0.304 -1.02 -0.92 1.90
C 10.398 22.211 0.323 -1.39 0.23 10.49
C 11.375 21.451 1.279 -0.18 2.64 0.84
O 10.796 22.369 -0.824 5.23 0.70 -10.29
H 8.814 21.048 -0.457 -0.53 0.07 -1.08
H 8.373 22.653 0.419 -0.65 0.19 -1.24
H 8.673 21.255 1.201 0.40 -0.33 0.60
H 10.344 23.166 0.878 0.03 0.49 0.06
H 11.031 21.745 2.318 0.66 -0.94 -0.94
H 12.466 21.702 1.175 -1.15 0.55 -0.08
H 11.359 20.448 1.080 -0.45 -2.93 -0.06
H 11.777 22.498 -0.815 -1.18 0.50 -0.18
C 10.359 20.971 7.351 1.53 3.77 -1.57
C 11.658 21.205 6.553 1.79 3.41 11.77
C 12.938 20.569 7.192 -0.48 0.66 2.66
O 11.637 20.899 5.386 -1.32 -2.98 -11.96
H 10.583 21.027 8.343 0.64 0.27 2.97
H 9.877 20.107 7.232 -1.76 -3.70 -0.96
H 9.717 21.828 7.131 -0.30 -0.25 -0.08
H 11.819 22.270 6.701 0.00 0.70 -0.34
H 12.593 19.711 7.712 -0.15 -1.34 0.41
H 13.500 21.113 8.002 -0.67 0.08 -0.94
H 13.639 20.257 6.468 0.77 -0.19 -1.05
H 11.344 19.966 5.320 0.43 0.77 -0.71
C 10.010 18.010 1.539 0.52 3.60 -2.45
O 11.330 18.082 1.961 1.51 0.81 -0.21
H 9.995 17.506 0.594 -0.32 0.28 -1.12
H 9.496 19.046 1.549 0.68 -1.56 -0.36
H 9.480 17.393 2.103 -2.17 -2.56 3.16
H 11.837 18.557 1.247 -0.18 -1.04 1.14
C 13.762 20.144 3.027 0.10 1.18 -2.24
O 15.089 19.888 3.436 -0.44 -1.23 0.16
H 12.965 19.534 3.395 -0.18 -0.27 1.13
H 13.676 19.980 1.943 0.21 -0.03 -0.01
H 13.561 21.233 3.124 0.00 -0.90 0.33
H 15.335 18.987 3.171 -0.20 0.26 0.39
```
Forces are in eV/Å.

Summary:
multiplicity	1
energy relative to the best compared isomer or geometry (same formula, charge and spin)	13.456	eV
max |F|	0.2411	Eh/bohr
SMILES	NC(N)=O.NC(N)=O.NC(N)=O.NC(N)=O.CC(C)O.CC(C)O.CC(C)O.CC(C)O.CC(C)O.CO.CO
highest occupied orbital energy	-8.00	eV
LUMO level	-0.8	eV

***

[5]
The following is a DFT calculation (the ωB97M-V functional and the def2-TZVPD basis) of a cluster of 2 separate species, C4H3N3O2 in total at a distorted geometry.

```
12
Properties=species:S:1:pos:R:3:forces:R:3
C 1.659 0.119 -0.051 -1.39 0.72 -0.04
C 1.302 1.388 -0.101 -0.32 -0.17 -0.13
C -0.568 0.354 -0.212 -3.18 -3.56 0.24
C 0.144 -1.955 -0.057 1.49 -0.82 1.88
N 0.430 -0.603 -0.077 0.74 2.94 -0.78
N -3.626 1.442 0.173 -0.98 -2.38 0.76
N -4.009 0.450 0.484 0.89 2.40 -0.75
O 1.027 -2.779 0.037 -1.03 0.46 -0.67
O -0.101 1.533 -0.190 2.83 0.86 0.01
H 2.694 -0.049 -0.024 0.89 -1.56 0.13
H 1.962 2.194 -0.154 0.37 1.45 0.05
H -0.913 -2.094 0.173 -0.31 -0.37 -0.70
```
Forces are in eV/Å.

Summary:
multiplicity	1
energy relative to the best compared isomer or geometry (same formula, charge and spin)	0.931	eV
max |F|	0.0929	Eh/bohr
highest occupied orbital energy	-9.40	eV
LUMO level	0.5	eV

***

[6]
The following is a DFT calculation (the ωB97M-V functional and the def2-TZVPD basis) of an isolated molecule of C5H11N5O at a distorted geometry.

```
22
Properties=species:S:1:pos:R:3:forces:R:3
C 0.578 -1.001 1.494 0.36 -0.22 1.16
C 0.358 -0.827 0.000 0.45 -0.85 -0.39
C 1.281 -1.725 -0.876 -0.59 -0.98 -0.19
N -1.045 -1.062 -0.357 0.61 1.31 0.82
C -1.792 -0.005 -0.117 -1.27 -2.83 -1.22
N -3.155 -0.215 -0.159 0.90 1.26 0.60
N -1.462 1.272 0.069 0.70 1.32 0.61
C -0.190 1.509 -0.056 0.00 1.67 -0.64
N 0.237 2.805 -0.074 0.23 0.53 0.33
N 0.713 0.544 -0.370 -0.31 0.91 0.33
O 2.059 0.933 -0.138 0.02 -1.07 -1.73
H -0.006 -0.266 2.072 -0.11 -0.19 -0.38
H 1.633 -0.814 1.830 -0.78 -0.52 -0.54
H 0.209 -1.999 1.804 0.47 0.47 -0.14
H 0.818 -2.804 -0.945 1.07 2.18 0.12
H 2.327 -1.744 -0.478 -0.91 -0.23 -0.24
H 1.307 -1.244 -1.894 -0.13 -0.80 0.79
H -3.402 -1.121 -0.438 -0.60 -1.04 -0.50
H -3.701 0.586 -0.424 -0.17 -0.20 -0.02
H -0.435 3.590 0.005 0.67 -1.34 0.08
H 1.230 2.999 0.044 -0.67 -0.14 -0.17
H 2.438 0.589 -0.993 0.05 0.76 1.33
```
Forces are in eV/Å.

Summary:
multiplicity	1
energy relative to the best compared isomer or geometry (same formula, charge and spin)	0.000	eV
max |F|	0.0648	Eh/bohr
SMILES	CC1(C)N=C(N)N=C(N)N1O
highest occupied orbital energy	-8.24	eV
LUMO level	0.6	eV

***

What did the third record say?
The following is a DFT calculation (the ωB97M-V functional and the def2-TZVPD basis) of a cluster of 2 separate species, C10H11ClN3 in total at a distorted geometry.

```
25
Properties=species:S:1:pos:R:3:forces:R:3
C -3.982 0.024 -0.102 2.16 -0.92 3.16
C -3.383 0.518 -1.211 -1.12 0.86 -1.81
C -3.162 -0.505 0.921 1.51 -0.22 -2.40
C -2.047 0.481 -1.423 1.85 -0.28 -1.15
C -1.745 -0.591 0.668 -2.14 -0.01 2.56
C -1.172 -0.024 -0.435 -0.06 0.17 -1.71
C 1.941 0.496 -2.232 0.14 -0.66 2.07
C 2.476 -0.283 -0.061 0.27 0.64 1.17
C 2.928 0.202 -1.337 0.92 -0.26 -0.32
C 0.283 0.005 -0.757 -2.31 -0.54 0.39
N 0.666 0.355 -1.921 -1.03 0.82 -1.88
N 1.130 -0.332 0.206 1.68 -0.98 0.90
N 3.342 -0.505 0.962 0.00 1.04 -3.14
Cl 0.730 2.167 1.483 0.12 0.62 0.42
H -4.990 0.045 0.133 -1.97 0.20 -0.24
H -3.998 0.942 -1.996 -0.06 -0.10 -0.04
H -3.571 -1.014 1.773 -0.11 0.13 0.33
H -1.651 0.700 -2.449 -0.29 0.22 1.38
H -1.242 -1.065 1.514 0.50 0.09 -0.43
H 2.202 0.885 -3.160 0.15 0.53 -1.69
H 3.973 0.387 -1.792 -1.44 -0.68 1.90
H -0.416 1.925 0.973 -0.25 0.07 -0.02
H 0.729 -0.554 1.156 1.00 0.32 -1.38
H 4.218 -0.677 0.547 1.59 0.01 0.06
H 3.236 -0.992 1.788 -1.12 -1.09 1.87
```
Forces are in eV/Å.

Summary:
multiplicity	1
energy relative to the best compared isomer or geometry (same formula, charge and spin)	0.000	eV
max |F|	0.0765	Eh/bohr
total charge	+1
highest occupied orbital energy	-12.71	eV
LUMO level	-4.1	eV

***

Which of these has the highest energy relative to the best compared isomer or geometry (same formula, charge and spin)? C21H64N8O11

***

The lowest max |F| belongs to which entry? C3H5NO2

***

What is the formula in the third record? C10H11ClN3